[1]
Molecular formula: C56H146N14O19
Method: DFT, ωB97M-V/def2-TZVPD

Structure (ORCA input):
```
! RIJCOSX wB97M-V def2-TZVPD def2/J DEFGRID3
* xyz 0 1
C -1.42616 19.51902 17.10889
O -1.36125 19.83608 18.53865
C -2.57038 20.28964 19.09642
C -2.28698 20.16497 20.61160
C -2.21348 18.75073 21.19762
N -3.46168 20.62292 21.44617
H -0.42227 19.32049 16.73353
H -1.76916 20.43713 16.63189
H -2.16734 18.72214 17.04797
H -2.92323 21.30626 18.92292
H -3.34236 19.55009 18.88377
H -1.38847 20.74551 20.82078
H -1.60856 18.02246 20.65743
H -3.17582 18.27166 21.37786
H -1.71476 18.84136 22.16259
H -3.53367 21.62445 21.33731
H -3.30593 20.57557 22.44297
C -1.96094 23.04868 13.43693
O -1.78932 23.99139 14.51697
C -0.86393 25.07414 14.30786
C -1.04570 26.06694 15.48922
C -0.73454 25.37846 16.82385
N -2.36004 26.60955 15.59692
H -2.06630 22.03343 13.81935
H -1.10923 23.06021 12.75681
H -2.83286 23.35699 12.86004
H 0.12358 24.61290 14.29438
H -1.06072 25.59514 13.37087
H -0.35794 26.89970 15.34231
H 0.35206 25.41243 16.90289
H -0.88771 24.29982 16.78934
H -1.16662 25.88368 17.68765
H -3.00894 25.84624 15.72486
H -2.38656 27.21270 16.40661
C 3.79215 31.22138 17.71436
O 2.52940 31.79847 17.29325
C 1.37946 30.87627 17.36241
C 0.01100 31.60841 17.23219
C -0.15352 32.37143 15.94728
N -0.27922 32.55619 18.30806
H 3.95276 30.19592 17.38160
H 3.95432 31.17140 18.79107
H 4.56617 31.72411 17.13446
H 1.36286 30.04771 16.65438
H 1.36234 30.48512 18.37967
H -0.71504 30.79836 17.30132
H -0.03480 31.81159 15.01959
H 0.51656 33.23073 15.97316
H -1.12804 32.84141 15.81488
H 0.32766 33.34754 18.14815
H 0.12829 32.19731 19.15966
C 6.81219 21.92043 15.51359
O 6.05690 21.16550 16.47762
C 5.04260 20.39195 15.93733
C 4.15539 19.91293 17.10828
N 4.95581 19.06099 17.94996
C 4.27210 18.86574 19.27860
C 2.91546 18.09847 19.16379
O 2.42256 17.51309 20.41861
C 1.16810 16.92358 20.33731
H 7.77686 22.14322 15.96952
H 6.38134 22.80417 15.04297
H 7.08763 21.31365 14.65101
H 5.48585 19.55013 15.40538
H 4.44456 20.93249 15.20366
H 3.22599 19.43985 16.79125
H 3.79708 20.76296 17.68894
H 5.86932 19.48226 18.04017
H 4.14547 19.79689 19.83089
H 4.96631 18.33526 19.93034
H 3.01711 17.32039 18.40725
H 2.16480 18.76367 18.73705
H 0.91355 16.72971 21.37929
H 1.23280 16.00127 19.76001
H 0.38943 17.55713 19.91258
C -4.95439 20.28190 12.94686
O -3.74565 19.52570 12.76505
C -3.72698 18.30999 13.48845
C -2.49079 17.56077 13.23240
N -1.35138 18.22044 13.87404
C -0.11061 17.58801 13.35015
C 1.06261 18.65163 13.64641
O 0.95035 19.87968 13.12741
C 1.24963 19.83132 11.73262
H -4.95044 21.24724 12.44070
H -5.08265 20.54586 13.99660
H -5.82714 19.75789 12.55722
H -4.57620 17.73337 13.12179
H -3.86134 18.39777 14.56657
H -2.44251 17.56423 12.14347
H -2.50997 16.55016 13.64032
H -1.33711 19.23033 13.87931
H -0.22927 17.39441 12.28407
H -0.13826 16.66668 13.93195
H 1.97406 18.09404 13.43089
H 1.08497 18.85092 14.71781
H 0.63943 19.09242 11.21320
H 2.28777 19.75168 11.41011
H 0.88395 20.78478 11.35145
C 2.50332 31.23310 13.72734
O 2.36569 32.59548 14.26974
C 3.57397 33.31631 14.03587
C 3.43336 34.66895 14.70834
N 3.30082 34.60886 16.17037
C 2.89313 35.97161 16.74394
C 2.63225 35.93788 18.22841
O 1.37181 35.38832 18.58032
C 1.09580 35.39877 19.96092
H 3.32677 30.73924 14.24323
H 2.70402 31.15143 12.65910
H 1.62250 30.61073 13.88523
H 3.69780 33.28768 12.95330
H 4.46705 32.81950 14.41494
H 2.60469 35.20440 14.24499
H 4.32445 35.24203 14.45210
H 2.57880 33.92194 16.33446
H 2.06781 36.41689 16.18834
H 3.76091 36.61862 16.61570
H 2.83856 36.93569 18.61559
H 3.49581 35.42030 18.64611
H 0.01963 35.29901 20.10236
H 1.33718 36.37243 20.38734
H 1.52870 34.58505 20.54277
C -2.25292 30.22183 21.41114
O -1.32138 29.21603 21.64330
C -0.59856 28.84827 20.49055
C 0.03875 27.48544 20.74116
N 1.12224 27.63317 21.72771
C 1.48976 26.25839 22.13405
C 2.49125 26.24251 23.32290
O 2.05790 27.09369 24.43824
C 2.88329 27.20994 25.59567
H -3.05975 30.03188 20.70329
H -1.66591 31.05643 21.02780
H -2.73215 30.56617 22.32759
H 0.12400 29.60986 20.19734
H -1.34119 28.72227 19.70269
H 0.35348 27.17985 19.74333
H -0.79637 26.89608 21.11976
H 0.90838 28.12821 22.58171
H 2.15692 25.82836 21.38701
H 0.57636 25.66930 22.21633
H 3.41739 26.67257 22.94157
H 2.68511 25.20811 23.60668
H 2.21486 27.69688 26.30573
H 3.82732 27.74180 25.47719
H 3.01945 26.20913 26.00546
C -1.24069 23.64114 21.44003
O 0.11072 23.21663 21.28179
C 0.64675 23.23183 19.90343
C 1.92188 22.38591 19.93899
N 2.98306 23.11412 20.69060
C 4.25267 22.40949 20.66910
C 5.34451 23.33515 21.26632
O 4.96914 23.46333 22.62252
C 5.79699 24.33007 23.44418
H -1.51231 24.26989 20.59208
H -1.29667 24.24883 22.34318
H -2.01758 22.87989 21.36890
H 0.94476 24.25373 19.66887
H -0.12621 22.97560 19.17888
H 2.20547 22.33837 18.88761
H 1.80867 21.41012 20.41134
H 2.69849 23.03486 21.65643
H 4.47918 22.18181 19.62748
H 4.19582 21.51742 21.29286
H 5.34190 24.32171 20.80287
H 6.30283 22.82912 21.14943
H 5.66387 25.37180 23.15233
H 6.82535 24.06231 23.20154
H 5.48061 24.14918 24.47145
C 3.60298 27.84712 14.94836
O 3.09716 26.89415 15.87692
C 3.64404 27.14834 17.23201
C 3.28428 26.05453 18.27035
N 4.12610 24.83903 18.17989
C 4.34116 24.30430 16.82854
C 3.11177 23.76211 16.04387
O 2.41272 22.68183 16.66455
C 1.36971 22.06712 15.99439
H 3.21435 27.50260 13.99005
H 4.66347 28.09845 14.93128
H 3.16316 28.81654 15.18259
H 3.18604 28.10085 17.49858
H 4.72768 27.26573 17.22517
H 2.24991 25.85054 17.99365
H 3.20809 26.34497 19.31818
H 3.77107 24.11348 18.78621
H 5.03011 23.45968 16.82188
H 4.90710 24.97802 16.18520
H 3.45621 23.48562 15.04736
H 2.43727 24.61554 15.97459
H 1.69992 21.51709 15.11319
H 0.54314 22.71702 15.70717
H 1.00720 21.31196 16.69183
C 3.68692 29.53082 21.61713
O 5.03800 29.49078 21.25925
C 5.39525 28.11902 20.99138
C 6.97965 28.04990 20.90102
N 7.49994 26.65313 21.05732
C 8.97090 26.46885 20.88283
C 9.22855 24.99052 21.39058
O 9.26401 24.76881 22.78194
C 9.49559 23.40182 22.97099
H 3.36402 28.94401 22.47705
H 3.07305 29.31086 20.74370
H 3.60224 30.59849 21.81966
H 4.97885 27.90921 20.00614
H 5.06265 27.34809 21.68646
H 7.22202 28.54486 21.84143
H 7.42723 28.51139 20.02079
H 7.35482 26.38289 22.01962
H 9.57820 27.09398 21.53743
H 9.23045 26.48860 19.82436
H 10.14462 24.68112 20.88741
H 8.49308 24.29384 20.98834
H 10.32324 23.02730 22.36862
H 8.72186 22.71764 22.62264
H 9.67828 23.33618 24.04357
N 6.35057 28.77030 12.97513
C 5.29642 28.64361 12.26809
N 5.23022 27.48062 11.67870
O 4.47624 29.55303 12.13079
H 6.54699 29.65430 13.42242
H 6.96824 27.97223 13.01587
H 4.46148 27.19018 11.09151
H 5.87415 26.79259 12.04209
N 6.99726 25.99622 18.21835
C 7.71015 26.41258 17.18933
N 7.32741 25.98861 16.03155
O 8.66852 27.18007 17.29122
H 6.18344 25.46834 17.93701
H 7.14700 26.17285 19.20145
H 6.47584 25.47393 15.85823
H 7.86110 26.29539 15.23083
*
```

Computed properties:
Energy = -120189.87421 eV
Structure (SMILES) = COC[C@H](C)N.COC[C@H](C)N.COC[C@H](C)N.COCCNCCOC.COCCNCCOC.COCCNCCOC.COCCNCCOC.COCCNCCOC.COCCNCCOC.COCCNCCOC.NC(N)=O.NC(N)=O

Löwdin atomic charge list, values in e, 4 entries: number 1, C, carries -0.058; number 2, O, carries -0.223; number 3, C, carries -0.205; number 4, C, carries -0.383

***

[2]
Molecular formula: C3H11N3O2
Method: DFT, ωB97M-V/def2-TZVPD

Structure (ORCA input):
```
! RIJCOSX wB97M-V def2-TZVPD def2/J DEFGRID3
* xyz 0 1
C 0.16790 0.03100 -2.11195
O 0.21913 -0.47477 -0.79190
C 1.45181 -0.22406 -0.13728
C 1.42352 -0.99279 1.17689
O 1.68082 1.13775 0.03674
H 0.31923 1.11408 -2.11781
H -0.81463 -0.22027 -2.50553
H 0.93657 -0.43413 -2.73939
H 2.28008 -0.57200 -0.77523
H 0.58180 -0.65830 1.78119
H 2.34552 -0.81509 1.72422
H 1.30928 -2.05533 0.98147
H 1.00877 1.49007 0.64705
N -1.91527 1.70222 1.69161
N -0.84319 1.67457 1.37529
N -2.56306 -0.04075 0.57248
H -2.85426 -0.86760 1.08172
H -3.23461 0.17287 -0.15654
H -1.49942 0.03253 0.26700
*
```

Computed properties:
Energy = -11854.16878 eV
Structure (SMILES) = CO[C@H](C)O.N#N.N
Energy relative to the best compared isomer or geometry (same formula, charge and spin) = 151.3 kJ/mol

Löwdin atomic charge list, values in e, 4 entries: number 1, C, carries -0.090; number 2, O, carries -0.197; number 3, C, carries -0.505; number 4, C, carries -0.015